[1]
Entry from the OMol25 dataset: a molecular structure, C32H52Br4ClINO8P (wB97M-V/def2-TZVPD).

Molar mass: 1091.71 g mol⁻¹
Max |F|: 11.10 eV/A
HOMO-LUMO gap: 0.2801 Ha
Total energy: -361954.339 eV
Spin multiplicity: 1

Positions of all 100 atoms, in Å:
C (1.123, -4.320, -1.418)
C (0.064, -4.553, -0.145)
O (0.502, -3.841, 1.084)
C (0.103, -2.397, 1.001)
C (1.484, -1.478, 1.219)
O (1.389, -0.328, 0.309)
C (2.435, 0.680, 0.569)
C (1.856, 1.576, 1.809)
C (1.298, 3.061, 1.414)
O (-0.186, 3.122, 1.564)
C (-0.628, 4.482, 1.912)
C (-1.784, 5.110, 0.933)
O (-3.181, 4.832, 1.404)
C (-3.485, 3.528, 0.731)
C (-3.264, 2.177, 1.633)
C (-3.523, 0.664, 0.967)
C (-4.010, 0.448, -0.608)
C (-4.220, -1.063, -1.295)
C (-5.820, -1.459, -1.158)
C (-3.330, -2.087, -0.381)
C (-3.752, -0.905, -2.852)
C (-3.149, -2.249, -3.563)
C (-4.074, -3.604, -3.384)
C (-3.166, -1.931, -5.207)
C (-1.533, -2.518, -3.225)
C (-4.265, 1.863, -1.461)
C (-4.013, 3.372, -0.813)
O (3.636, 0.045, 1.208)
C (4.532, -0.456, 0.115)
O (5.524, -1.347, 0.177)
C (4.106, 0.229, -1.327)
C (5.539, 0.580, -2.043)
C (5.426, 1.586, -3.346)
O (5.593, 1.041, -4.583)
I (5.079, 3.749, -3.278)
P (3.014, -0.744, -2.554)
N (2.421, 0.423, -3.793)
O (3.923, -1.919, -3.460)
C (3.166, 1.424, -0.716)
Cl (4.461, 2.478, 0.172)
H (1.926, -5.171, -1.499)
H (1.601, -3.249, -1.215)
H (0.501, -4.255, -2.414)
H (-1.039, -4.238, -0.412)
H (0.030, -5.737, 0.004)
H (-0.742, -2.139, 1.768)
H (-0.195, -2.228, -0.127)
H (2.373, -2.224, 0.972)
H (1.602, -1.184, 2.363)
H (0.955, 1.014, 2.354)
H (2.690, 1.684, 2.656)
H (1.532, 3.421, 0.327)
H (1.851, 3.830, 2.142)
H (-1.097, 4.407, 3.006)
H (0.230, 5.278, 1.988)
H (-1.638, 4.708, -0.161)
H (-1.621, 6.276, 0.897)
H (-2.893, 2.284, 2.744)
H (-3.331, -0.235, 1.702)
H (-6.445, -1.122, -2.090)
H (-6.203, -0.968, -0.143)
H (-5.849, -2.629, -0.966)
H (-3.840, -2.101, 0.698)
H (-2.278, -1.596, -0.231)
H (-3.313, -3.201, -0.737)
H (-2.981, -0.033, -3.054)
H (-4.728, -0.607, -3.470)
H (-4.027, -4.192, -4.422)
H (-3.511, -4.314, -2.612)
H (-5.177, -3.401, -3.052)
H (-2.834, -0.816, -5.352)
H (-2.412, -2.710, -5.707)
H (-4.290, -2.130, -5.554)
H (-1.361, -2.966, -2.156)
H (-0.976, -3.088, -4.081)
H (-1.053, -1.426, -3.197)
H (-4.619, 1.789, -2.580)
H (-4.179, 4.355, -1.469)
H (6.377, 0.936, -1.271)
H (5.958, -0.450, -2.476)
H (1.415, 0.265, -4.024)
H (2.617, 1.412, -3.520)
H (3.970, -1.581, -4.423)
H (2.437, 2.014, -1.427)
Br (-1.210, -3.366, 6.361)
C (0.642, -3.164, 5.781)
C (0.731, -2.352, 4.510)
Br (0.216, -3.413, 2.956)
H (1.058, -4.170, 5.684)
H (1.142, -2.646, 6.605)
H (1.766, -2.050, 4.318)
H (0.094, -1.464, 4.516)
Br (2.656, 3.129, 4.756)
C (4.025, 4.273, 5.546)
C (3.779, 5.727, 5.216)
Br (4.304, 6.133, 3.381)
H (4.991, 3.904, 5.194)
H (3.947, 4.104, 6.624)
H (4.404, 6.374, 5.840)
H (2.733, 6.026, 5.322)

Atomic partial charges in e from the Löwdin method, atoms 1 to 99: atom 1 (C): -0.08, atom 2 (C): -0.20, atom 3 (O): -0.59, atom 4 (C): -0.38, atom 5 (C): -0.14, atom 6 (O): -0.13, atom 7 (C): -0.40, atom 8 (C): -0.09, atom 9 (C): -0.19, atom 10 (O): -0.22, atom 11 (C): -0.17, atom 12 (C): -0.16, atom 13 (O): -0.17, atom 14 (C): -0.18, atom 15 (C): 0.02, atom 16 (C): 0.00, atom 17 (C): -0.08, atom 18 (C): -0.43, atom 19 (C): -0.08, atom 20 (C): -0.09, atom 21 (C): -0.15, atom 22 (C): -0.50, atom 23 (C): -0.08, atom 24 (C): -0.11, atom 25 (C): -0.08, atom 26 (C): -0.01, atom 27 (C): 0.00, atom 28 (O): -0.09, atom 29 (C): -0.23, atom 30 (O): 0.02, atom 31 (C): -0.47, atom 32 (C): -0.18, atom 33 (C): -0.68, atom 34 (O): -0.15, atom 35 (I): 0.78, atom 36 (P): 0.94, atom 37 (N): -0.17, atom 38 (O): -0.35, atom 39 (C): -0.41, atom 40 (Cl): 0.64, atom 41 (H): 0.09, atom 42 (H): 0.06, atom 43 (H): 0.06, atom 44 (H): 0.10, atom 45 (H): 0.14, atom 46 (H): 0.06, atom 47 (H): 0.11, atom 48 (H): 0.16, atom 49 (H): 0.11, atom 50 (H): 0.15, atom 51 (H): 0.05, atom 52 (H): 0.12, atom 53 (H): 0.08, atom 54 (H): 0.15, atom 55 (H): 0.13, atom 56 (H): 0.13, atom 57 (H): 0.13, atom 58 (H): 0.10, atom 59 (H): 0.08, atom 60 (H): 0.09, atom 61 (H): 0.10, atom 62 (H): 0.09, atom 63 (H): 0.10, atom 64 (H): 0.08, atom 65 (H): 0.08, atom 66 (H): 0.12, atom 67 (H): 0.13, atom 68 (H): 0.09, atom 69 (H): 0.08, atom 70 (H): 0.08, atom 71 (H): 0.08, atom 72 (H): 0.09, atom 73 (H): 0.10, atom 74 (H): 0.04, atom 75 (H): 0.08, atom 76 (H): 0.09, atom 77 (H): 0.08, atom 78 (H): 0.10, atom 79 (H): 0.13, atom 80 (H): 0.14, atom 81 (H): 0.04, atom 82 (H): 0.01, atom 83 (H): 0.08, atom 84 (H): 0.13, atom 85 (Br): 0.58, atom 86 (C): -0.70, atom 87 (C): -0.60, atom 88 (Br): 1.12, atom 89 (H): 0.05, atom 90 (H): 0.05, atom 91 (H): 0.06, atom 92 (H): 0.06, atom 93 (Br): 0.72, atom 94 (C): -0.67, atom 95 (C): -0.69, atom 96 (Br): 0.60, atom 97 (H): 0.06, atom 98 (H): 0.06, atom 99 (H): 0.06

***

[2]
Entry from the OMol25 dataset: 2 unconnected molecules or ions with the total composition C2H4FP (wB97M-V/def2-TZVPD).

Molar mass: 78.03 g mol⁻¹
ΔE to the lowest compared entry with this formula, charge and spin: 25.3 kcal/mol
Max |F|: 2.62 eV/A
HOMO-LUMO gap: 0.3795 Ha
Total energy: -14143.271 eV
Spin multiplicity: 1

Positions of all 8 atoms, in Å:
C (0.839, 0.554, -0.172)
C (-0.634, 0.529, -0.068)
P (-2.162, 0.836, -0.057)
H (1.338, 1.146, 0.572)
H (1.258, 0.713, -1.127)
H (1.089, -0.471, 0.101)
F (-0.610, -2.008, 0.208)
H (-1.118, -1.298, 0.543)

Now the natural (NBO) charges, all in e: atom 1 (C): -0.73, atom 2 (C): -0.53, atom 3 (P): 0.52, atom 4 (H): 0.24, atom 5 (H): 0.25, atom 6 (H): 0.26, atom 7 (F): -0.58, atom 8 (H): 0.57

***

[3]
Entry from the OMol25 dataset: 2 unconnected molecules or ions with the total composition C3H3ClO2 (wB97M-V/def2-TZVPD).

Molar mass: 106.51 g mol⁻¹
ΔE to the lowest compared entry with this formula, charge and spin: 76.3 kcal/mol
Max |F|: 0.96 eV/A
HOMO-LUMO gap: 0.3520 Ha
Total energy: -19773.381 eV
Spin multiplicity: 1

Positions of all 9 atoms, in Å:
O (0.011, 1.933, 0.066)
C (0.958, 1.051, 0.029)
C (1.756, 0.208, -0.316)
Cl (3.058, -0.799, -0.152)
H (-0.839, 1.520, 0.311)
C (-1.231, -0.981, 0.018)
O (-1.779, -0.066, 0.569)
H (-1.144, -1.983, 0.462)
H (-0.789, -0.884, -0.988)

Now the natural (NBO) charges, all in e: atom 1 (O): -0.65, atom 2 (C): 0.31, atom 3 (C): -0.29, atom 4 (Cl): 0.09, atom 5 (H): 0.52, atom 6 (C): 0.31, atom 7 (O): -0.55, atom 8 (H): 0.12, atom 9 (H): 0.13

***

[4]
Entry from the OMol25 dataset: a molecular structure, C7H9BrN (wB97M-V/def2-TZVPD).

Charge: +1
Molar mass: 187.06 g mol⁻¹
ΔE to the lowest compared entry with this formula, charge and spin: 51.2 kcal/mol
Max |F|: 4.17 eV/A
HOMO-LUMO gap: 0.2912 Ha
Total energy: -78928.390 eV
Spin multiplicity: 1

Positions of all 18 atoms, in Å:
C (-0.734, -2.262, -0.494)
C (-1.218, -1.149, -1.077)
C (-0.056, -2.124, 0.785)
C (-0.987, 0.187, -0.402)
C (0.454, -0.986, 1.153)
C (1.023, 2.542, -0.249)
C (1.168, 1.128, 0.297)
N (0.255, 0.222, 0.428)
Br (-2.683, 0.272, 0.603)
H (-0.844, -3.228, -0.925)
H (-1.876, -1.326, -1.979)
H (0.114, -3.082, 1.230)
H (-1.012, 1.031, -1.050)
H (1.024, -0.597, 1.941)
H (1.057, 3.088, 0.717)
H (1.955, 2.741, -0.873)
H (0.250, 2.807, -0.878)
H (2.110, 0.736, 0.772)

Now the natural (NBO) charges, all in e: atom 1 (C): -0.22, atom 2 (C): -0.19, atom 3 (C): -0.15, atom 4 (C): -0.12, atom 5 (C): -0.06, atom 6 (C): -0.69, atom 7 (C): 0.31, atom 8 (N): -0.29, atom 9 (Br): 0.09, atom 10 (H): 0.25, atom 11 (H): 0.28, atom 12 (H): 0.26, atom 13 (H): 0.25, atom 14 (H): 0.23, atom 15 (H): 0.28, atom 16 (H): 0.28, atom 17 (H): 0.25, atom 18 (H): 0.24